(1)
{
  "formula": "C7H8N2O2",
  "method": "ωB97M-V/def2-TZVPD",
  "elements": ["O", "O", "N", "N", "C", "C", "C", "C", "C", "C", "C", "H", "H", "H", "H", "H", "H", "H", "H"],
  "coordinates": [[0.01, 0.90, 2.93], [0.34, -1.29, 2.53], [-0.04, 0.91, -3.43], [-0.35, -2.24, 0.22], [0.17, 1.37, 0.17], [0.00, 0.72, -2.01], [-0.13, -0.89, -0.24], [-0.21, -0.66, -1.64], [0.21, -0.04, 2.20], [0.06, 0.13, 0.63], [0.08, 1.75, -1.19], [-0.12, 0.23, -4.21], [-1.34, -2.56, 0.25], [-0.29, 1.69, -3.34], [0.14, 2.68, -1.44], [-0.09, -2.92, -0.56], [0.27, 2.34, 0.90], [-0.32, -1.43, -2.23], [0.64, -1.93, 1.91]],
  "spin_multiplicity": 1,
  "total_charge": 0,
  "lumo_energy_ev": 0.601,
  "homo_lumo_gap_ev": 9.1
}

(2)
{
  "formula": "C4H14B2BeCl10",
  "method": "ωB97M-V/def2-TZVPD",
  "elements": ["Cl", "Cl", "Cl", "Cl", "Cl", "Cl", "Cl", "Cl", "Cl", "Cl", "C", "C", "C", "C", "B", "B", "Be", "H", "H", "H", "H", "H", "H", "H", "H", "H", "H", "H", "H", "H", "H"],
  "coordinates": [[-1.45, 1.26, 3.96], [-0.97, -1.42, -2.79], [-1.02, -1.52, 3.25], [0.31, 4.41, -2.64], [5.51, 0.39, 0.54], [2.78, 1.29, 0.60], [-3.57, -0.64, 4.34], [-2.97, 0.14, -4.10], [1.05, 1.58, -2.67], [-3.70, -1.40, -1.74], [4.19, 1.08, -0.42], [-2.21, -0.23, 3.32], [-2.42, -0.49, -2.52], [0.23, 2.85, -1.79], [-0.49, 0.51, 0.48], [0.37, -3.40, 0.66], [1.06, -1.12, 1.06], [3.93, 0.34, -1.17], [0.77, -3.16, 1.76], [4.56, 2.00, -0.86], [0.13, -4.53, 0.62], [0.22, 0.16, -0.39], [-1.10, -0.44, 0.80], [-2.21, 0.44, -1.99], [1.16, -3.19, -0.19], [0.18, 0.87, 1.37], [0.76, 2.98, -0.85], [-0.80, 2.60, -1.60], [-0.48, -2.62, 0.49], [-2.56, -0.01, 2.32], [-1.27, 1.28, 0.12]],
  "spin_multiplicity": 1,
  "total_charge": 0,
  "lumo_energy_ev": -2.730,
  "homo_lumo_gap_ev": 8.0
}

(3)
{
  "formula": "C31H56Cl2F4N2O32PdS4",
  "method": "ωB97M-V/def2-TZVPD",
  "elements": ["Pd", "Cl", "Cl", "S", "S", "S", "S", "F", "F", "F", "F", "O", "O", "O", "O", "O", "O", "O", "O", "O", "O", "O", "O", "O", "O", "O", "O", "O", "O", "O", "O", "O", "O", "O", "O", "O", "O", "O", "O", "O", "O", "O", "O", "N", "N", "C", "C", "C", "C", "C", "C", "C", "C", "C", "C", "C", "C", "C", "C", "C", "C", "C", "C", "C", "C", "C", "C", "C", "C", "C", "C", "C", "C", "C", "C", "C", "H", "H", "H", "H", "H", "H", "H", "H", "H", "H", "H", "H", "H", "H", "H", "H", "H", "H", "H", "H", "H", "H", "H", "H", "H", "H", "H", "H", "H", "H", "H", "H", "H", "H", "H", "H", "H", "H", "H", "H", "H", "H", "H", "H", "H", "H", "H", "H", "H", "H", "H", "H", "H", "H", "H", "H"],
  "coordinates": [[6.17, 6.46, 14.92], [4.45, 9.26, 8.57], [7.48, 9.93, 6.58], [4.24, 9.22, 14.21], [6.01, 4.26, 17.46], [6.51, 9.38, 13.48], [3.80, 4.56, 16.66], [3.09, 5.20, 15.35], [7.90, 8.75, 13.88], [7.49, 5.01, 17.24], [3.44, 8.09, 15.05], [4.34, 10.20, 15.27], [6.46, 2.90, 17.21], [2.95, 13.77, 16.94], [3.52, 3.11, 16.62], [6.75, 9.31, 12.07], [-1.01, 7.80, 11.73], [-2.55, 10.03, 17.03], [3.42, 9.39, 13.02], [1.92, 12.08, 10.30], [0.39, 9.41, 12.45], [4.57, 14.73, 18.18], [8.26, 13.63, 11.39], [3.51, 12.30, 11.93], [11.93, 9.22, 12.58], [7.15, 7.75, 16.31], [-1.57, 8.86, 13.63], [12.05, 9.08, 14.87], [3.94, 5.30, 11.50], [5.59, 4.51, 18.84], [5.47, 5.07, 13.14], [8.29, 11.84, 9.96], [13.45, 7.85, 13.58], [9.68, 11.84, 11.54], [6.83, 8.71, 18.42], [8.95, 8.29, 17.71], [4.63, 14.76, 15.91], [4.37, 3.34, 12.04], [-1.98, 12.00, 16.17], [3.11, 5.32, 17.78], [1.52, 12.62, 12.49], [6.64, 10.78, 13.94], [-0.47, 10.99, 17.19], [5.62, 8.21, 13.99], [5.21, 5.16, 16.29], [4.12, 14.45, 17.09], [5.37, 8.47, 18.37], [10.78, 9.76, 15.04], [2.22, 12.25, 11.51], [0.83, 9.15, 11.12], [5.03, 2.22, 12.74], [0.14, 9.88, 17.78], [4.14, 13.76, 15.02], [4.62, 11.93, 11.13], [6.82, 8.38, 7.11], [-0.17, 8.10, 10.60], [0.67, 9.02, 16.70], [9.16, 10.80, 9.67], [3.90, 6.68, 11.60], [0.17, 12.67, 12.48], [10.93, 8.91, 18.84], [8.66, 12.51, 11.01], [-3.27, 12.35, 15.75], [6.09, 8.46, 8.52], [7.62, 8.18, 17.38], [15.45, 6.87, 12.67], [12.47, 8.74, 13.57], [14.07, 7.48, 12.34], [2.82, 13.32, 15.59], [9.87, 10.63, 10.97], [-0.80, 8.68, 12.68], [9.38, 8.80, 18.90], [6.50, 2.08, 12.26], [4.68, 4.62, 12.32], [-1.70, 10.87, 16.83], [4.88, 12.75, 9.83], [4.36, 1.37, 12.57], [8.65, 9.88, 9.37], [13.44, 6.67, 11.96], [4.53, 10.84, 11.02], [10.68, 10.37, 15.94], [11.32, 9.41, 17.95], [1.11, 9.62, 15.90], [5.96, 12.88, 9.78], [-4.03, 12.54, 16.50], [4.52, 13.75, 10.04], [-0.94, 8.38, 9.87], [10.61, 10.50, 14.26], [9.80, 10.94, 8.80], [-0.18, 11.91, 13.17], [1.87, 8.82, 11.13], [10.01, 8.98, 15.06], [3.26, 7.09, 10.82], [-0.23, 12.64, 11.47], [9.63, 9.75, 11.56], [0.40, 7.23, 10.27], [4.91, 7.07, 11.47], [5.04, 9.47, 18.09], [5.42, 12.03, 11.85], [11.36, 9.30, 19.76], [-3.38, 13.18, 15.04], [7.64, 7.66, 7.10], [4.02, 14.18, 14.02], [5.08, 2.55, 13.78], [1.45, 8.38, 17.11], [5.18, 8.32, 19.43], [6.05, 7.48, 8.99], [8.98, 8.19, 19.71], [15.28, 5.86, 13.05], [5.03, 7.56, 17.88], [14.15, 8.26, 11.59], [-0.51, 9.45, 18.54], [0.95, 10.37, 18.32], [11.44, 7.95, 18.84], [4.85, 12.94, 14.93], [10.94, 10.59, 10.75], [3.53, 7.05, 12.56], [8.98, 9.80, 19.04], [15.87, 7.48, 13.48], [-0.15, 13.64, 12.85], [7.05, 1.43, 12.93], [6.66, 1.65, 11.27], [2.83, 12.23, 15.46], [6.75, 9.08, 9.12], [2.00, 13.76, 15.03], [7.11, 2.98, 12.23], [6.09, 7.95, 6.41], [16.13, 6.94, 11.82], [-3.65, 11.42, 15.31], [4.39, 12.37, 8.93], [-0.14, 8.39, 16.33], [0.88, 10.03, 10.48]],
  "s2": 3.771,
  "spin_multiplicity": 4,
  "total_charge": 1,
  "lumo_energy_ev": [-4.060, -9.631],
  "homo_lumo_gap_ev": [8.0, 2.5]
}

(4)
{
  "formula": "C13H17IN2OTi",
  "method": "ωB97M-V/def2-TZVPD",
  "elements": ["I", "Ti", "O", "N", "N", "C", "C", "C", "C", "C", "C", "C", "C", "C", "C", "C", "C", "C", "H", "H", "H", "H", "H", "H", "H", "H", "H", "H", "H", "H", "H", "H", "H", "H", "H"],
  "coordinates": [[1.86, -0.94, -1.64], [0.07, -0.26, 0.02], [-1.46, -1.08, 0.04], [0.89, 0.10, 1.91], [-0.15, 1.80, 0.19], [1.44, -0.84, 2.72], [0.79, -2.20, -4.94], [0.35, 3.77, 1.49], [2.15, -0.47, 3.86], [-0.25, 4.57, 0.52], [-0.74, 2.58, -0.75], [2.29, 0.87, 4.20], [1.68, 1.82, 3.40], [0.97, 1.43, 2.26], [0.36, 2.37, 1.33], [-0.80, 3.95, -0.60], [-2.77, -1.64, 0.20], [1.13, -3.33, -3.95], [-1.28, 4.54, -1.38], [2.86, 1.17, 5.07], [-0.26, -2.29, -5.27], [0.66, -3.22, -2.97], [2.61, -1.25, 4.46], [-1.14, 2.03, -1.60], [-2.79, -2.32, 1.07], [0.95, -1.20, -4.54], [1.76, 2.89, 3.60], [1.27, -1.87, 2.41], [1.41, -2.32, -5.84], [0.81, -4.29, -4.38], [-3.05, -2.20, -0.71], [2.22, -3.41, -3.80], [-0.28, 5.66, 0.63], [-3.53, -0.87, 0.36], [0.85, 4.20, 2.36]],
  "s2": 2.018,
  "spin_multiplicity": 3,
  "total_charge": 0,
  "lumo_energy_ev": [0.373, -0.215],
  "homo_lumo_gap_ev": [5.8, 8.7]
}

(5)
{
  "formula": "C24H39IrN2O2P3",
  "method": "ωB97M-V/def2-TZVPD",
  "elements": ["Ir", "P", "P", "P", "O", "O", "N", "N", "C", "C", "C", "C", "C", "C", "C", "C", "C", "C", "C", "C", "C", "C", "C", "C", "C", "C", "C", "C", "C", "C", "C", "C", "H", "H", "H", "H", "H", "H", "H", "H", "H", "H", "H", "H", "H", "H", "H", "H", "H", "H", "H", "H", "H", "H", "H", "H", "H", "H", "H", "H", "H", "H", "H", "H", "H", "H", "H", "H", "H", "H", "H"],
  "coordinates": [[0.09, -0.82, -1.14], [-2.94, 2.15, -0.33], [-0.14, -3.23, -0.37], [3.12, 1.19, 0.11], [-2.00, -0.57, 1.11], [1.84, -1.08, 1.36], [0.12, 3.59, 2.51], [0.08, 1.52, 1.75], [-0.09, 0.73, 5.43], [3.92, 1.44, 1.75], [3.05, 2.88, -0.59], [-1.09, 0.20, -2.77], [-0.01, 2.06, 5.89], [0.08, 0.93, -2.47], [1.37, -4.11, -0.84], [4.47, 0.39, -0.83], [-0.43, -3.60, 1.37], [1.34, 0.35, -2.70], [-3.01, 3.68, -1.37], [0.02, 1.46, 3.14], [0.06, 2.78, 3.63], [0.06, 3.12, 4.97], [0.27, -1.76, -3.26], [-0.99, -1.17, -3.06], [0.12, 2.80, 1.42], [1.37, -0.69, 0.34], [1.42, -1.02, -2.97], [-0.06, 0.42, 4.06], [-3.70, 2.69, 1.26], [-1.23, -0.66, 0.24], [-1.58, -3.95, -1.25], [-4.33, 1.15, -1.01], [0.13, 3.25, 0.41], [4.21, 0.33, -1.90], [3.19, 1.92, 2.43], [-2.62, 3.42, -2.37], [5.37, 1.00, -0.68], [-1.89, -1.77, -3.08], [0.00, 1.95, -2.07], [-1.45, -3.90, -2.34], [-0.16, -0.07, 6.17], [0.33, -3.10, 1.98], [2.31, 2.89, -1.41], [-0.38, -4.68, 1.54], [-2.48, -3.38, -0.97], [-0.11, -0.60, 3.68], [2.38, -1.51, -2.95], [-3.99, 0.64, -1.92], [-0.01, 2.27, 6.96], [1.18, -5.19, -0.91], [-4.61, 0.38, -0.28], [-4.78, 2.88, 1.17], [-2.07, 0.67, -2.63], [2.24, 0.93, -2.53], [0.36, -2.81, -3.53], [2.73, 3.58, 0.20], [4.05, 3.14, -0.97], [-1.72, -5.00, -0.93], [4.19, 0.45, 2.15], [0.15, 4.61, 2.52], [4.62, -0.63, -0.43], [-3.52, 1.87, 1.97], [-1.42, -3.23, 1.68], [-4.03, 4.09, -1.46], [-5.21, 1.78, -1.25], [2.14, -3.92, -0.08], [0.13, 4.18, 5.24], [4.81, 2.08, 1.62], [-2.33, 4.41, -0.91], [1.75, -3.74, -1.80], [-3.18, 3.59, 1.63]],
  "s2": 8.807,
  "spin_multiplicity": 6,
  "total_charge": 4,
  "lumo_energy_ev": [-11.294, -15.064],
  "homo_lumo_gap_ev": [5.2, 5.4]
}

(6)
{
  "formula": "C3H7NO2",
  "method": "ωB97M-V/def2-TZVPD",
  "elements": ["O", "O", "N", "C", "C", "C", "H", "H", "H", "H", "H", "H", "H"],
  "coordinates": [[0.67, 1.62, -0.35], [-0.25, -1.70, 0.50], [1.88, -0.33, -0.45], [0.76, 0.45, -0.05], [-1.65, 0.45, -0.14], [-0.43, -0.30, 0.54], [-2.56, -0.15, -0.18], [-0.58, -0.08, 1.60], [2.54, -0.48, 0.31], [-1.84, 1.32, 0.50], [2.35, 0.20, -1.18], [0.58, -1.89, 0.04], [-1.47, 0.89, -1.13]],
  "spin_multiplicity": 1,
  "total_charge": 0,
  "lumo_energy_ev": 0.728,
  "homo_lumo_gap_ev": 10.8
}

(7)
{
  "formula": "C2H10N2O",
  "method": "ωB97M-V/def2-TZVPD",
  "elements": ["O", "N", "N", "C", "C", "H", "H", "H", "H", "H", "H", "H", "H", "H", "H"],
  "coordinates": [[-2.55, 1.25, -1.53], [0.00, -0.25, -1.41], [1.41, -0.12, 1.96], [0.29, -0.04, 1.03], [0.61, -0.86, -0.22], [1.69, -1.02, -0.30], [0.19, -1.86, -0.12], [-3.38, 1.01, -1.10], [0.43, -0.68, -2.23], [-0.62, -0.42, 1.49], [-1.91, 0.58, -1.24], [0.34, 0.71, -1.47], [0.09, 0.99, 0.72], [1.20, 0.34, 2.83], [2.21, 0.38, 1.58]],
  "spin_multiplicity": 1,
  "total_charge": 0,
  "lumo_energy_ev": 1.002,
  "homo_lumo_gap_ev": 10.6
}

(8)
{
  "formula": "C31H43F8NO21PS",
  "method": "ωB97M-V/def2-TZVPD",
  "elements": ["S", "P", "F", "F", "F", "F", "F", "F", "F", "F", "O", "O", "O", "O", "O", "O", "O", "O", "O", "O", "O", "O", "O", "O", "O", "O", "O", "O", "O", "O", "O", "N", "C", "C", "C", "C", "C", "C", "C", "C", "C", "C", "C", "C", "C", "C", "C", "C", "C", "C", "C", "C", "C", "C", "C", "C", "C", "C", "C", "C", "C", "C", "C", "H", "H", "H", "H", "H", "H", "H", "H", "H", "H", "H", "H", "H", "H", "H", "H", "H", "H", "H", "H", "H", "H", "H", "H", "H", "H", "H", "H", "H", "H", "H", "H", "H", "H", "H", "H", "H", "H", "H", "H", "H", "H", "H"],
  "coordinates": [[0.92, -2.74, 2.95], [2.95, 0.70, 6.73], [1.09, -3.81, 0.61], [3.46, -5.63, 0.71], [3.72, -3.22, 0.04], [2.74, -5.20, 2.69], [1.61, -5.86, 7.64], [4.01, -2.49, 2.07], [1.73, -1.73, 0.69], [4.82, -4.90, 2.21], [1.73, 2.92, 0.16], [-6.61, -1.48, -1.24], [-3.85, 3.01, 1.08], [1.45, 0.30, -9.42], [-5.33, 3.01, 2.78], [-8.05, -0.16, -0.11], [1.46, 1.19, 6.48], [1.52, -3.76, 8.28], [0.50, 1.76, -1.27], [0.14, 1.74, -6.38], [-0.78, 0.26, -9.69], [3.26, 0.47, 8.14], [0.28, -3.99, 3.24], [1.18, 3.69, -5.96], [0.42, 1.25, 0.91], [-4.13, 1.16, 2.28], [0.09, -1.58, 2.87], [3.90, 1.73, 5.97], [-6.70, -1.52, 1.01], [0.54, 1.35, -11.15], [-0.63, 3.07, -4.78], [1.88, -1.71, 6.50], [2.45, 4.82, -1.19], [-1.66, 0.12, -6.63], [1.65, -4.56, 7.41], [-7.08, -1.10, -0.22], [3.29, -3.35, 1.30], [1.91, -4.23, 5.96], [2.55, 0.71, -10.26], [-0.87, 0.97, -5.68], [1.89, 1.81, -11.07], [1.80, -2.92, 1.29], [-1.65, 2.08, -5.00], [4.31, -1.58, 6.13], [-8.49, -0.10, 1.27], [1.43, -2.84, 5.60], [0.31, 2.91, -5.74], [5.41, -1.32, 5.42], [2.99, -0.90, 5.84], [-4.51, 2.45, 2.11], [0.30, 0.60, -10.06], [-3.31, 0.78, 1.15], [0.96, 2.92, -1.99], [-7.25, -0.61, 1.97], [-2.77, 2.13, 0.73], [2.48, -0.93, 4.38], [0.85, 1.91, 0.02], [-2.28, -0.23, 1.55], [3.73, 1.15, -9.43], [-8.91, 1.29, 1.64], [2.15, 3.35, -1.16], [3.59, -4.82, 1.73], [2.10, -2.41, 4.25], [-2.76, -1.15, 1.90], [-9.18, 1.34, 2.70], [4.24, 1.37, 5.13], [2.97, -4.40, 5.75], [3.29, 5.06, -0.54], [-1.67, 0.14, 2.37], [1.59, 5.40, -0.85], [2.71, 5.13, -2.21], [-2.41, 2.51, -5.65], [1.36, -4.94, 5.34], [3.44, 1.94, -8.74], [-9.77, 1.60, 1.06], [1.90, 2.77, -10.56], [4.53, 1.52, -10.07], [4.11, 0.32, -8.84], [-1.88, 2.41, 1.30], [0.16, 3.66, -1.99], [0.36, -2.73, 5.48], [-2.10, 0.73, -7.42], [2.82, -0.13, -10.90], [1.62, -0.26, 4.30], [-1.63, -0.47, 0.72], [-2.45, -0.41, -6.10], [-1.01, -0.61, -7.12], [-8.11, 2.00, 1.45], [-7.46, -1.12, 2.91], [-6.52, 0.18, 2.15], [-9.32, -0.80, 1.39], [5.33, -0.94, 4.41], [2.31, 1.93, -12.07], [-0.36, 0.35, -4.94], [1.08, -1.05, 6.48], [-3.98, 0.36, 0.39], [6.41, -1.44, 5.83], [4.34, -2.30, 6.94], [3.30, -0.64, 3.72], [3.04, 2.77, -1.43], [3.07, -2.90, 4.15], [-2.56, 2.19, -0.33], [1.21, 2.67, -3.01], [1.41, 2.09, 6.13], [1.98, -1.89, 7.51], [-2.10, 1.78, -4.06]],
  "spin_multiplicity": 1,
  "total_charge": 1,
  "lumo_energy_ev": -3.213,
  "homo_lumo_gap_ev": 8.9
}

(9)
{
  "formula": "C3H9N2O",
  "method": "ωB97M-V/def2-TZVPD",
  "elements": ["O", "N", "N", "C", "C", "C", "H", "H", "H", "H", "H", "H", "H", "H", "H"],
  "coordinates": [[-0.27, -1.87, -0.39], [-1.55, 0.35, -0.12], [0.73, -0.15, -1.30], [0.82, -0.48, 1.15], [0.18, -0.71, -0.22], [1.47, 0.63, 1.41], [1.13, 0.72, -1.47], [-1.40, 1.14, 0.50], [-2.28, -0.29, 0.28], [1.60, 1.36, 0.68], [0.77, -0.62, -2.22], [1.86, 0.77, 2.38], [-0.54, -2.16, -1.31], [-1.91, 0.74, -0.90], [0.52, -1.14, 2.00]],
  "spin_multiplicity": 1,
  "total_charge": 1,
  "lumo_energy_ev": -3.675,
  "homo_lumo_gap_ev": 11.2
}